Entry w
Here is a gas-phase ion, C7H12N3 (charge +1) from the OMol25 dataset. Energies are from ωB97M-V/def2-TZVPD.

Results
frontier orbital gap	8.38	eV
SMILES	CC/[N+](C#N)=C(C)/C=C/N
E_LUMO	-4.8643	eV
E_HOMO	-13.247	eV
net charge	+1

Geometry as XYZ:
```
22
C7H12N3 (ωB97M-V/def2-TZVPD)
C -0.48 -1.31 -1.33
C -0.43 -1.96 1.71
C 0.06 -0.67 1.63
C 0.07 0.19 0.38
C 0.26 1.61 0.79
C 0.92 1.56 -2.36
C -0.41 0.95 -1.91
N -0.64 -2.37 -1.76
N -0.30 -2.72 2.74
N -0.29 -0.06 -0.94
H -1.09 -2.29 0.92
H 0.40 -0.13 2.48
H 0.41 2.22 -0.05
H 1.08 1.71 1.43
H -0.57 1.98 1.36
H 1.03 2.60 -2.45
H 1.61 1.48 -1.56
H 1.17 1.24 -3.36
H -0.98 0.50 -2.70
H -1.20 1.70 -1.49
H -0.91 -3.62 2.92
H 0.29 -2.62 3.55
```

=====

Entry x
Here is a gas-phase ion, C7H12N3 (charge +1) from the OMol25 dataset. Energies are from ωB97M-V/def2-TZVPD.

Results
frontier orbital gap	9.78	eV
SMILES	Cc1cnc(C)n(C)c1=[NH2+]
E_LUMO	-3.7259	eV
E_HOMO	-13.506	eV
net charge	+1

Geometry as XYZ:
```
22
C7H12N3 (ωB97M-V/def2-TZVPD)
C 0.67 -2.07 0.00
C 1.42 -0.92 0.00
C 0.70 0.30 0.00
C -1.31 -0.94 0.00
C 2.91 -0.93 0.00
C -2.80 -1.01 0.00
C -1.38 1.53 0.00
N -0.67 -2.06 -0.01
N -0.66 0.27 0.00
N 1.34 1.47 -0.01
H 1.12 -3.05 0.00
H 3.31 -0.44 -0.88
H 3.28 -1.95 0.02
H 3.30 -0.42 0.89
H -3.22 -0.55 0.89
H -3.08 -2.06 -0.02
H -3.22 -0.53 -0.88
H -1.16 2.09 -0.90
H -2.45 1.35 0.04
H -1.11 2.11 0.88
H 2.35 1.47 -0.01
H 0.87 2.36 -0.02
```

=====

Least stable of them? entry w.

=====

Entry w
Here is C4H4O2 in the gas phase from the OMol25 dataset. Energies are from ωB97M-V/def2-TZVPD.

Results
frontier orbital gap (alpha / beta)	7.17 / 9.45	eV
E_LUMO (alpha / beta)	0.9256 / -1.3338	eV
multiplicity	3
E_HOMO (alpha / beta)	-6.243 / -10.784	eV
<S²>	2.01

Geometry as XYZ:
```
10
C4H4O2 (ωB97M-V/def2-TZVPD)
C -0.60 -1.90 -0.60
C -0.10 -0.65 -0.78
C 0.79 -0.17 0.42
C 0.31 1.17 0.81
O -1.20 -2.87 -0.40
O 1.17 -0.20 -0.92
H -0.75 0.09 -1.26
H -0.35 1.43 0.04
H 1.13 1.83 0.93
H -0.39 1.27 1.77
```

=====

Entry x
Here is C4H4O2 in the gas phase from the OMol25 dataset. Energies are from ωB97M-V/def2-TZVPD.

Results
frontier orbital gap (alpha / beta)	6.61 / 7.57	eV
E_LUMO (alpha / beta)	0.6693 / -2.7493	eV
multiplicity	3
E_HOMO (alpha / beta)	-5.941 / -10.323	eV
<S²>	2.01

Geometry as XYZ:
```
10
C4H4O2 (ωB97M-V/def2-TZVPD)
C 0.93 0.02 0.02
C 2.25 -0.43 0.29
C -0.23 0.37 -0.51
C -1.60 0.19 0.00
O 3.37 -0.55 0.01
O 1.42 -0.62 1.23
H -0.11 0.74 -1.45
H -1.71 -0.37 0.96
H -2.20 -0.49 -0.66
H -2.12 1.14 0.09
```

=====

Least stable of them? entry w.

=====

Entry w
Here is C2H5N3O2 in the gas phase from the OMol25 dataset. Energies are from ωB97M-V/def2-TZVPD.

Results
frontier orbital gap	9.87	eV
SMILES	CC(=O)N(N)N=O
E_LUMO	-0.1851	eV
E_HOMO	-10.056	eV

Geometry as XYZ:
```
12
C2H5N3O2 (ωB97M-V/def2-TZVPD)
C 0.67 0.11 -0.57
C 0.41 -1.03 -1.51
N -1.15 -0.74 0.83
N -0.34 1.51 1.19
N -0.22 0.21 0.49
O 1.50 0.97 -0.72
O -1.90 -0.40 1.72
H 0.83 -1.95 -1.01
H 0.85 -0.94 -2.47
H -0.73 -0.99 -1.38
H 0.56 1.96 1.25
H -0.47 1.29 2.17
```

=====

Entry x
Here is 2 unconnected molecules or ions with the total composition C2H5N3O2 from the OMol25 dataset. Energies are from ωB97M-V/def2-TZVPD.

Results
frontier orbital gap	8.06	eV
SMILES	O=[NH+][O-].N=C=CN
E_LUMO	0.2457	eV
E_HOMO	-7.816	eV

Geometry as XYZ:
```
12
C2H5N3O2 (ωB97M-V/def2-TZVPD)
C 0.61 -0.69 -0.67
C 1.06 0.02 0.33
N 0.00 -1.19 -1.58
N -2.65 0.55 -0.05
N 0.91 -0.47 1.61
O -2.03 1.59 -0.11
O -3.41 0.20 0.80
H 1.52 1.12 0.34
H 0.50 -2.05 -2.06
H -2.43 -0.15 -0.80
H 0.82 0.26 2.34
H 0.18 -1.13 1.73
```

=====

Entry y
Here is 2 unconnected molecules or ions with the total composition C2H5N3O2 from the OMol25 dataset. Energies are from ωB97M-V/def2-TZVPD.

Results
frontier orbital gap	10.27	eV
SMILES	C=NON.N=C=O
E_LUMO	0.3431	eV
E_HOMO	-9.930	eV

Geometry as XYZ:
```
12
C2H5N3O2 (ωB97M-V/def2-TZVPD)
N -1.58 -1.09 -0.09
C 0.10 2.09 0.12
O -0.46 -0.29 0.03
N -0.55 1.25 -0.54
H -1.94 -1.04 -1.04
H -2.31 -0.74 0.52
H 0.93 1.83 0.77
H -0.23 3.12 0.01
N 1.44 -1.99 0.37
C 1.69 -0.94 -0.21
O 2.39 -0.12 -0.71
H 0.53 -2.10 0.78
```

=====

Entry z
Here is 2 unconnected molecules or ions with the total composition C2H5N3O2 from the OMol25 dataset. Energies are from ωB97M-V/def2-TZVPD.

Results
frontier orbital gap	8.77	eV
SMILES	[H]/N=N/C=O.[H]/N=C/O
E_LUMO	-0.4371	eV
E_HOMO	-9.212	eV

Geometry as XYZ:
```
12
C2H5N3O2 (ωB97M-V/def2-TZVPD)
C -0.81 -1.41 -0.52
C 1.84 0.95 0.31
N -0.93 -1.09 -1.72
N 0.71 1.23 0.89
N -0.38 1.76 0.96
O -1.73 -0.76 0.31
O 2.20 -0.18 -0.01
H -0.04 -2.13 0.02
H 2.63 1.76 0.34
H -0.26 -1.65 -2.21
H -2.37 -0.28 -0.21
H -0.86 1.82 1.85
```

=====

Least stable of them? entry x.

=====

Entry w
Here is 40 unconnected molecules or ions with the total composition H80O40 from the OMol25 dataset. Energies are from ωB97M-V/def2-TZVPD.

Results
frontier orbital gap (alpha / beta)	1.84 / 9.89	eV
E_LUMO (alpha / beta)	1.4864 / 1.4193	eV
multiplicity	2
E_HOMO (alpha / beta)	-0.350 / -8.469	eV
net charge	-1
<S²>	0.75

Geometry as XYZ:
```
120
H80O40 (ωB97M-V/def2-TZVPD)
H 3.87 -1.66 2.27
H 3.28 -2.74 1.16
O 3.10 -2.07 1.82
H 3.07 1.44 3.25
H 3.52 2.44 2.13
O 3.72 1.57 2.56
H 4.37 -3.75 -0.31
H 4.73 -5.21 0.21
O 4.10 -4.67 -0.25
H -0.03 -4.17 4.42
H -1.56 -4.27 4.29
O -0.88 -3.72 4.69
H -3.96 2.31 -4.01
H -2.90 1.08 -3.67
O -3.06 2.01 -3.88
H -1.10 0.01 -3.06
O -1.86 -0.57 -3.37
H -2.30 1.48 2.18
O -3.21 1.80 2.23
H -0.82 4.85 2.96
H 0.47 5.12 2.05
O 0.11 4.63 2.80
H -0.39 -2.95 0.69
H 0.00 -4.03 -0.38
O -0.60 -3.25 -0.25
H 0.14 -3.11 -3.17
H 1.12 -2.71 -4.43
O 0.40 -2.46 -3.83
H 6.83 -0.29 1.94
H 5.50 0.37 2.30
O 6.01 0.07 1.53
H 3.48 -2.31 -1.24
O 2.77 -1.80 -1.66
H -5.81 0.30 1.14
H -6.10 -0.82 2.23
O -6.47 -0.27 1.54
H -2.55 2.40 -0.57
H -1.72 3.36 -1.24
O -1.60 2.69 -0.56
H 1.68 4.25 4.05
H 1.68 2.75 4.49
O 2.22 3.47 4.15
H -3.00 -0.46 6.32
H -1.65 0.19 5.95
O -2.61 0.25 5.81
H -4.96 3.04 -2.12
H -4.70 1.53 -1.66
O -5.31 2.25 -1.75
H 2.44 -4.17 3.97
H 1.92 -3.19 2.92
O 1.66 -3.96 3.45
H -3.01 -1.72 4.32
O -3.87 -2.16 4.38
H 4.91 0.71 -2.77
H 4.57 -0.61 -3.26
O 5.14 -0.24 -2.56
H 0.89 4.03 -0.70
O 0.22 4.30 -1.36
H -0.24 0.57 -0.75
H -0.34 1.87 -1.41
O -0.06 0.94 -1.64
H 1.59 -4.39 -2.42
H 1.81 -4.10 -0.93
O 1.53 -4.78 -1.54
H -5.56 0.66 3.74
H -4.43 0.48 4.59
O -4.74 1.14 3.92
H -3.28 4.83 -1.06
H -3.02 5.35 -2.55
O -3.19 4.58 -2.01
H 3.93 0.29 0.98
H 2.55 0.04 1.01
O 3.24 0.12 0.33
H 6.01 -2.03 -0.08
H 5.01 -1.12 -0.92
O 5.12 -1.97 -0.43
H 0.29 3.21 -3.79
H -1.24 3.45 -4.30
O -0.35 3.17 -4.54
H 0.91 -0.10 -2.97
H 2.23 -0.32 -2.97
O 1.64 0.11 -3.61
H -3.36 -1.18 -3.02
H -4.50 -2.27 -3.04
O -4.31 -1.35 -2.79
H -2.28 -2.07 -0.64
H -3.42 -1.46 -0.95
O -2.79 -1.36 -0.18
H 2.82 1.44 -2.94
O 3.03 2.42 -2.74
H -2.80 -1.04 1.89
H -1.84 -2.25 2.05
O -1.90 -1.26 2.18
H -4.22 -2.09 3.48
H -1.93 0.04 -4.14
H 0.27 5.25 -1.48
H -3.38 1.73 3.22
H 2.83 -1.10 -0.95
H 2.14 2.77 -2.66
O -0.07 -0.63 5.76
H 0.78 -0.38 6.15
H -0.38 -1.10 6.56
O 2.70 2.97 0.60
H 3.46 2.77 0.03
H 2.19 2.16 0.49
O -4.06 3.92 0.81
H -3.17 3.56 0.78
H -4.55 3.08 0.86
O 2.29 1.05 -6.04
H 1.69 0.32 -5.89
H 2.62 1.22 -5.15
O 3.66 -3.91 -3.95
H 3.36 -4.60 -3.37
H 3.96 -3.08 -3.58
O -0.02 0.62 2.14
H -0.44 1.48 1.97
H -0.78 -0.07 2.20
O -2.23 -3.58 -2.55
H -1.90 -3.17 -3.35
H -1.59 -3.62 -1.82
```

=====

Entry x
Here is 40 unconnected molecules or ions with the total composition H80O40 from the OMol25 dataset. Energies are from ωB97M-V/def2-TZVPD.

Results
frontier orbital gap (alpha / beta)	1.92 / 9.20	eV
E_LUMO (alpha / beta)	1.1763 / 1.1672	eV
multiplicity	2
E_HOMO (alpha / beta)	-0.745 / -8.033	eV
net charge	-1
<S²>	0.75

Geometry as XYZ:
```
120
H80O40 (ωB97M-V/def2-TZVPD)
H 1.92 2.21 1.46
H 1.98 3.49 0.64
O 2.40 2.64 0.74
H 3.14 0.95 -3.85
H 1.89 0.19 -3.63
O 2.64 0.35 -4.18
H -4.14 1.73 1.06
H -4.61 2.06 -0.13
O -4.90 2.01 0.65
H -3.73 4.36 -0.70
H -3.80 4.73 0.66
O -3.95 4.96 -0.14
H 0.78 1.69 -5.26
H 0.30 2.68 -4.26
O 1.19 2.40 -4.79
H 1.13 5.89 -0.67
O 1.15 5.05 -1.21
H 0.65 -1.86 3.49
O 1.39 -2.50 3.48
H -2.25 -2.90 5.17
H -3.03 -2.79 3.63
O -2.17 -2.84 4.21
H 4.59 2.87 1.54
H 4.71 4.19 0.65
O 4.95 3.73 1.44
H 0.53 -4.33 4.52
H -1.11 -4.38 4.76
O -0.26 -4.85 4.81
H 2.81 -1.72 -1.13
H 2.74 -2.74 -2.30
O 2.65 -2.65 -1.36
H -2.30 1.73 2.32
O -2.26 2.23 1.48
H -1.08 -4.77 0.42
H -1.48 -6.15 -0.23
O -0.90 -5.29 -0.34
H -2.59 3.75 -3.99
H -3.37 2.65 -4.46
O -2.51 2.78 -4.20
H 2.37 -0.53 -2.06
H 1.92 0.72 -1.25
O 1.49 0.17 -1.91
H 2.42 0.24 0.26
H 2.36 -0.72 1.54
O 1.86 -0.46 0.66
H -1.05 1.20 -1.02
H 0.00 0.12 -0.33
O -0.77 0.70 -0.17
H 4.38 2.07 -1.12
H 5.93 1.97 -1.57
O 5.01 1.74 -1.73
H -1.41 -2.89 0.41
O -1.94 -2.26 -0.19
H 1.97 -3.36 -3.84
H 3.00 -2.23 -4.35
O 3.00 -3.12 -3.71
H -1.93 0.85 4.51
O -1.15 1.05 4.10
H -5.20 -3.12 1.07
H -5.92 -1.80 1.37
O -6.02 -2.75 1.50
H -4.50 1.22 -2.00
H -3.06 1.70 -2.23
O -3.86 1.80 -1.62
H -1.90 -2.53 -3.79
H -1.41 -1.51 -2.70
O -1.38 -2.43 -3.02
H -0.46 -1.68 -6.26
H 0.22 -0.31 -6.19
O -0.36 -0.88 -5.68
H 5.04 -3.72 0.71
H 3.98 -4.88 0.71
O 4.58 -4.42 1.29
H 0.56 -5.39 -3.02
H -0.66 -4.82 -2.19
O 0.22 -4.59 -2.52
H 2.11 -0.91 6.38
H 3.22 -0.67 5.44
O 2.70 -0.26 6.11
H -0.14 4.00 2.42
H -1.45 3.93 1.54
O -0.48 3.82 1.65
H -0.02 2.09 5.12
H 1.23 2.36 5.61
O 0.81 2.70 4.86
H -0.85 -3.42 2.94
H -0.24 -4.60 2.29
O -0.88 -3.98 2.14
H -3.42 -0.69 3.62
O -3.52 0.24 3.30
H -3.45 -4.43 1.93
H -3.01 -3.22 1.07
O -3.42 -3.53 1.69
H -1.28 -2.16 -0.93
H 0.66 4.28 -0.56
H -1.23 0.98 3.18
H 1.93 -2.15 2.77
H -2.16 1.53 0.90
H -4.17 0.06 2.68
O 1.32 0.42 2.91
H 0.91 0.95 3.52
H 0.70 0.17 2.25
O -5.12 0.40 -3.36
H -5.13 1.11 -4.01
H -5.76 -0.26 -3.85
O 4.84 -0.76 -1.01
H 4.84 -1.07 -1.88
H 4.93 0.20 -1.42
O 0.14 2.80 -2.16
H 0.72 2.15 -2.39
H -0.63 2.57 -2.57
O 3.43 2.38 3.67
H 2.87 2.14 4.36
H 2.92 2.51 2.98
O 2.81 3.08 -1.68
H 2.34 3.82 -1.83
H 3.52 3.11 -2.41
O -0.68 0.82 -3.54
H -1.71 0.63 -3.42
H -0.60 0.14 -4.22
```

=====

Least stable of them? entry x.

=====

Entry w
Here is CH5O2P in the gas phase from the OMol25 dataset. Energies are from ωB97M-V/def2-TZVPD.

Results
frontier orbital gap	9.28	eV
SMILES	CPOO
E_LUMO	0.0787	eV
E_HOMO	-9.201	eV

Geometry as XYZ:
```
9
CH5O2P (ωB97M-V/def2-TZVPD)
C 0.28 -0.29 1.08
O -2.11 0.66 -2.05
O -1.01 0.77 -1.24
P -0.33 -0.96 -0.51
H 0.06 0.73 1.30
H 1.33 -0.13 1.03
H -0.09 -0.74 2.06
H -1.77 0.00 -2.66
H 0.77 -0.42 -1.29
```

=====

Entry x
Here is a molecular structure, CH5O2P from the OMol25 dataset. Energies are from ωB97M-V/def2-TZVPD.

Results
frontier orbital gap	11.08	eV
E_LUMO	0.6746	eV
E_HOMO	-10.403	eV

Geometry as XYZ:
```
9
CH5O2P (ωB97M-V/def2-TZVPD)
C 1.12 0.51 -0.67
O -1.01 -1.26 2.02
O 0.67 -0.24 0.48
P -0.89 -0.53 0.81
H 1.61 1.36 -0.28
H 0.13 0.92 -1.14
H 1.62 -0.05 -1.40
H -1.64 0.70 0.79
H -1.63 -1.42 -0.60
```

=====

Least stable of them? entry w.